Below is a molecular structure, C35H29BrFN5O3PtS3, with properties calculated with ωB97M-V/def2-TZVPD.

## Properties
- energy above the lowest of the compared OMol25 structures with the same formula, charge and spin (kcal/mol) = 0.0
- lowest unoccupied orbital energy (eV) = -1.71
- frontier orbital gap (Ha) = 0.17922
- HOMO (eV) = -6.59

```
! RIJCOSX wB97M-V def2-TZVPD def2/J DEFGRID3
* xyz 0 1
Pt 2.04530 2.89495 1.43060
F -1.04995 -3.23266 2.97766
C -1.63745 -2.13052 2.44133
C -1.08180 -0.89944 2.66320
C -1.68842 0.23937 2.15052
C -1.05017 1.55583 2.41546
O -0.14236 1.63462 3.22774
C -1.62445 2.65851 1.66843
C -2.79061 2.46671 1.02151
N -3.43304 1.26300 0.86583
C -4.69154 1.19126 0.17797
C -4.74554 0.56920 -1.19306
C -4.91909 2.04986 -1.02308
C -2.86573 0.12283 1.40041
C -3.41425 -1.14507 1.18216
C -2.80203 -2.27884 1.69086
N -3.37366 -3.54868 1.38672
C -4.74529 -3.81260 1.77512
C -5.43335 -4.50928 0.58614
N -4.33632 -5.11023 -0.25081
C -3.34596 -5.83319 0.61479
C -2.58042 -4.76274 1.42566
C -1.00382 4.04585 1.50589
O -1.79198 4.98055 1.38418
O 0.25510 4.11218 1.34690
H -0.17191 -0.78728 3.23959
H -3.25544 3.31936 0.54694
H -5.54323 1.02196 0.82985
H -5.60715 -0.03210 -1.45342
H -3.80177 0.23684 -1.60493
H -5.90557 2.47335 -1.14214
H -4.11096 2.68362 -1.35729
H -4.29401 -1.25124 0.56196
H -5.25982 -2.88677 2.01442
H -4.78790 -4.45484 2.66472
H -5.97124 -3.81296 -0.05466
H -6.09953 -5.31459 0.88917
H -3.83413 -4.31771 -0.66390
H -4.70718 -5.70027 -0.99253
H -2.69079 -6.41759 -0.02633
H -3.91995 -6.50949 1.24520
H -1.60818 -4.57189 0.97694
H -2.41603 -5.14453 2.43763
Br 2.70417 4.08203 3.46784
C 4.40490 3.23586 3.60440
C 5.20947 3.53280 4.65979
C 6.47829 2.91990 4.72874
C 6.87843 2.07614 3.73548
C 6.04011 1.78146 2.63017
C 6.48596 0.94917 1.57890
C 5.65901 0.70844 0.52248
C 4.35467 1.24261 0.47748
C 3.83934 2.05008 1.46860
C 4.73744 2.34454 2.55881
H 4.89022 4.23097 5.42153
H 7.13029 3.13757 5.56450
H 7.86025 1.61857 3.76895
H 7.48311 0.52821 1.62491
H 5.99818 0.08897 -0.29966
H 3.74078 0.97353 -0.36954
S 2.84403 3.96581 -4.93541
C 2.33251 2.94599 -3.73227
S 2.01516 3.46611 -2.10364
C 1.66353 1.82760 -1.63583
N 1.77269 0.97114 -2.59377
N 2.11426 1.60660 -3.77408
C 2.33870 0.74878 -4.88935
C 1.90903 1.10594 -6.15928
C 2.13452 0.24073 -7.21965
C 2.77488 -0.97274 -7.01706
C 3.18766 -1.32535 -5.73963
C 2.97187 -0.46849 -4.67250
S 1.13878 1.40023 -0.03859
H 1.41353 2.05188 -6.31230
H 1.80537 0.52273 -8.21148
H 2.95173 -1.64077 -7.85020
H 3.68933 -2.26971 -5.57083
H 3.27948 -0.73262 -3.67086
*
```